The following is a quantum chemistry calculation of C3H5N3 in the gas phase, from OMol25.

The value obtained for the LUMO energy is 0.873 eV. Its energy above the lowest of the compared OMol25 structures with the same formula, charge and spin is 297.1 kJ/mol. As for the frontier orbital gap: 0.2650 Ha. Its total energy is -7659.3763 eV.

Positions of all 11 atoms, in Å:
C: 0.97004 0.70650 -1.40771
C: 0.24958 0.16791 -0.39103
C: 0.32841 -1.00559 0.43371
N: -0.67299 -0.90280 1.32830
N: -1.43451 0.14145 1.22202
N: -0.88157 0.77556 0.17094
H: -1.37059 1.55692 -0.23068
H: 1.69425 0.13918 -1.97405
H: 0.86732 1.76346 -1.62450
H: 1.07855 -1.77554 0.50338
H: -0.86568 -1.53104 2.09631

Forces on atoms 1 to 3 (eV/Å):
C 0.13 0.03 -0.05
C -0.15 -0.05 0.21
C 0.06 0.10 -0.07

Atomic partial charges in e from the natural (NBO) method, atoms 1 to 2: atom 1 (C): -0.70, atom 2 (C): 0.12

---

The following is a quantum chemistry calculation of C3H5N3 in the gas phase, from OMol25.

The value obtained for the LUMO energy is 0.852 eV. Its energy above the lowest of the compared OMol25 structures with the same formula, charge and spin is 173.6 kJ/mol. Its SMILES is Cn1ccnn1. As for the frontier orbital gap: 0.3903 Ha. Its total energy is -7660.6565 eV.

Positions of all 11 atoms, in Å:
C: 0.54954 -0.86234 -1.30241
N: 0.31179 0.01129 -0.17096
C: -0.90778 0.27200 0.34777
C: -0.63202 0.81183 1.58378
N: 0.71532 0.90714 1.70302
N: 1.27974 0.41919 0.63470
H: 1.28879 -0.42042 -1.96712
H: 0.90071 -1.82491 -0.92050
H: -0.39359 -1.03204 -1.83320
H: -1.57325 0.51769 -0.45237
H: -1.27387 1.09266 2.40894

Forces on atoms 1 to 3 (eV/Å):
C 0.18 0.01 -0.12
N 0.19 0.15 0.03
C 0.52 0.75 -0.35

Atomic partial charges in e from the natural (NBO) method, atoms 1 to 2: atom 1 (C): -0.41, atom 2 (N): -0.16

---

The following is a quantum chemistry calculation of C3H5N3 in the gas phase, from OMol25.

The value obtained for the LUMO energy is 0.449 eV. Its energy above the lowest of the compared OMol25 structures with the same formula, charge and spin is 147.2 kJ/mol. Its SMILES is [H]/N=C(\C#N)NC. As for the frontier orbital gap: 0.3679 Ha. Its total energy is -7660.9301 eV.

Positions of all 11 atoms, in Å:
H: -2.35675 1.54219 -0.04514
N: -1.35777 1.46650 0.03371
C: -0.83612 0.29609 -0.05872
C: -1.56617 -0.86309 -0.56227
N: -2.29907 -1.66218 -0.96934
N: 0.41744 0.27158 0.47909
C: 1.64452 -0.44155 0.15137
H: 0.40007 1.28187 0.71172
H: 1.47142 -1.49372 -0.10446
H: 2.19347 0.02945 -0.67318
H: 2.28898 -0.42716 1.03721

Forces on atoms 1 to 3 (eV/Å):
H -0.36 -0.31 -0.50
N -0.50 -0.19 -0.01
C -0.24 0.57 0.10

Atomic partial charges in e from the natural (NBO) method, atoms 1 to 2: atom 1 (H): 0.36, atom 2 (N): -0.69

---

The following is a quantum chemistry calculation of C3H5N3 in the gas phase, from OMol25.

The value obtained for the LUMO energy is 0.913 eV. Its energy above the lowest of the compared OMol25 structures with the same formula, charge and spin is 68.5 kJ/mol. Its SMILES is Cn1cncn1. As for the frontier orbital gap: 0.4003 Ha. Its total energy is -7661.7457 eV.

Positions of all 11 atoms, in Å:
C: 1.35193 -0.73750 -0.62439
N: 0.10748 -0.18705 -0.10661
C: -0.26535 0.08075 1.17578
N: -1.39394 0.74491 1.18117
C: -1.66157 0.93108 -0.13521
N: -0.77558 0.43879 -0.97749
H: 1.23806 -1.72928 -1.07532
H: 1.69025 -0.06160 -1.40517
H: 2.09661 -0.77634 0.17452
H: 0.21810 -0.05586 2.15168
H: -2.59782 1.40097 -0.39501

Forces on atoms 1 to 3 (eV/Å):
C 0.00 0.13 -0.07
N 0.11 0.80 0.21
C -0.22 0.27 -0.09

Atomic partial charges in e from the natural (NBO) method, atoms 1 to 2: atom 1 (C): -0.40, atom 2 (N): -0.20

---

The following is a quantum chemistry calculation of C3H5N3 in the gas phase, from OMol25.

The value obtained for the LUMO energy (spin up / spin down) is -0.045 / -0.037 eV. Its energy above the lowest of the compared OMol25 structures with the same formula, charge and spin is 343.8 kJ/mol. As for the frontier orbital gap (spin up / spin down): 0.2737 / 0.2741 Ha. Its total energy is -7658.8922 eV.

Positions of all 11 atoms, in Å:
C: -1.48130 -0.31055 0.55770
N: -0.26507 0.03054 0.22920
C: 0.49557 1.13555 0.47378
N: 1.77283 0.93507 0.05618
N: 1.92735 -0.20222 -0.50384
C: 0.59340 -0.71878 -0.71175
H: -1.88282 -1.24073 0.17926
H: 0.35448 -0.23072 -1.72372
H: -2.07912 0.36126 1.16037
H: 0.09773 2.04784 0.88396
H: 0.46696 -1.80725 -0.60113

Forces on atoms 1 to 3 (eV/Å):
C 0.08 0.02 0.01
N -0.21 0.26 -0.40
C -0.15 0.14 -0.10

Atomic partial charges in e from the natural (NBO) method, atoms 1 to 2: atom 1 (C): -0.22, atom 2 (N): -0.23

---

The following is a quantum chemistry calculation of a molecular structure, C3H5N3, from OMol25.

The value obtained for the LUMO energy is -0.042 eV. Its energy above the lowest of the compared OMol25 structures with the same formula, charge and spin is 333.0 kJ/mol. As for the frontier orbital gap: 0.3649 Ha. Its total energy is -7659.0042 eV.

Positions of all 11 atoms, in Å:
C: 1.26554 -0.02155 0.15143
N: -0.54672 0.40291 0.83187
C: -1.27868 -0.64846 0.52816
N: -1.52291 -0.78051 -0.80824
N: -0.88330 0.16808 -1.42533
C: -0.18612 0.85895 -0.44891
H: 1.15039 -0.97898 -0.35061
H: 1.51738 -0.16461 1.21300
H: 1.98787 0.63666 -0.30364
H: -1.63719 -1.35172 1.26474
H: 0.13375 1.87922 -0.65247

Forces on atoms 1 to 3 (eV/Å):
C 0.48 0.13 -0.73
N -1.22 -0.06 0.38
C -0.32 0.20 0.35

Atomic partial charges in e from the natural (NBO) method, atoms 1 to 2: atom 1 (C): -0.45, atom 2 (N): -0.35

---

The following is a quantum chemistry calculation of C3H5N3 in the gas phase, from OMol25.

The value obtained for the LUMO energy is 0.787 eV. Its energy above the lowest of the compared OMol25 structures with the same formula, charge and spin is 99.0 kJ/mol. Its SMILES is Cc1cnn[nH]1. As for the frontier orbital gap: 0.3803 Ha. Its total energy is -7661.4297 eV.

Positions of all 11 atoms, in Å:
C: 0.55682 -0.26404 1.37453
C: 0.02211 0.03012 0.01456
C: 0.60283 -0.11454 -1.21614
N: -0.31496 0.12802 -2.18868
N: -1.43662 0.44038 -1.62999
N: -1.25114 0.38309 -0.29940
H: 1.60148 -0.57397 1.28266
H: 0.51692 0.59163 2.05342
H: 0.00894 -1.09452 1.83176
H: 1.64670 -0.28125 -1.42734
H: -1.96548 0.76585 0.30202

Forces on atoms 1 to 3 (eV/Å):
C 0.02 0.02 0.09
C -0.06 -0.01 -0.23
C 0.24 0.11 0.11

Atomic partial charges in e from the natural (NBO) method, atoms 1 to 2: atom 1 (C): -0.64, atom 2 (C): 0.11

---

The following is a quantum chemistry calculation of C3H5N3 in the gas phase, from OMol25.

The value obtained for the LUMO energy is 1.009 eV. Its energy above the lowest of the compared OMol25 structures with the same formula, charge and spin is 205.3 kJ/mol. Its SMILES is Cc1cn[nH]n1. As for the frontier orbital gap: 0.3982 Ha. Its total energy is -7660.3279 eV.

Positions of all 11 atoms, in Å:
C: -1.68218 -0.42232 0.01295
C: -0.15482 -0.36597 -0.06142
C: 0.48779 1.05776 -0.03902
N: 1.76209 0.92013 -0.09148
N: 2.08924 -0.36088 -0.23363
N: 0.79874 -1.24698 -0.10911
H: -1.96711 0.18581 0.88221
H: -2.08045 0.09761 -0.86810
H: -2.20898 -1.38141 0.09569
H: 0.12959 2.10489 -0.00290
H: 2.82982 -0.55714 0.45425

Forces on atoms 1 to 3 (eV/Å):
C 0.41 -0.02 -0.06
C 1.17 2.24 0.06
C -0.36 -1.13 -0.20

Atomic partial charges in e from the natural (NBO) method, atoms 1 to 2: atom 1 (C): -0.65, atom 2 (C): 0.17

---

The following is a quantum chemistry calculation of C3H5N3 in the gas phase, from OMol25.

The value obtained for the LUMO energy is 0.945 eV. Its energy above the lowest of the compared OMol25 structures with the same formula, charge and spin is 300.2 kJ/mol. Its SMILES is [H]/N=C1\CC=NN1. As for the frontier orbital gap: 0.3664 Ha. Its total energy is -7659.3440 eV.

Positions of all 11 atoms, in Å:
H: 1.13679 -2.32801 0.53131
N: 0.81255 -1.87918 -0.38588
C: 0.38427 -0.80369 -0.01934
C: 0.11793 0.12237 1.20643
C: -0.78893 1.41345 0.62024
N: -0.61724 1.28316 -0.63933
N: 0.01726 0.10279 -0.98224
H: -0.54931 -0.53714 1.85956
H: 1.11271 0.12488 1.51878
H: -1.26068 2.17773 1.11916
H: -0.20702 -0.37757 -1.82069

Forces on atoms 1 to 3 (eV/Å):
H -0.48 -0.15 -1.81
N 2.40 -4.65 2.37
C -2.94 6.94 0.52

Atomic partial charges in e from the natural (NBO) method, atoms 1 to 2: atom 1 (H): 0.34, atom 2 (N): -0.67

---

The following is a quantum chemistry calculation of C3H5N3 in the gas phase, from OMol25.

The value obtained for the LUMO energy (spin up / spin down) is 0.324 / 0.324 eV. Its energy above the lowest of the compared OMol25 structures with the same formula, charge and spin is 357.5 kJ/mol. As for the frontier orbital gap (spin up / spin down): 0.3070 / 0.3070 Ha. Its total energy is -7658.7507 eV.

Positions of all 11 atoms, in Å:
C: -1.76859 0.26554 0.32523
N: -0.38620 0.29805 -0.11916
C: 0.61764 0.52445 0.70932
C: 1.91069 0.09642 0.30079
N: 1.91095 -0.75483 -0.73775
N: 1.48244 -1.41934 -1.55627
H: -2.28622 -0.51529 -0.24079
H: -1.75822 0.00094 1.38086
H: -2.29226 1.21674 0.19169
H: -0.26129 0.04404 -1.10227
H: 2.83106 0.24328 0.84834

Forces on atoms 1 to 3 (eV/Å):
C -0.16 0.03 0.09
N 0.28 0.01 0.11
C -0.15 -0.25 -0.25

Atomic partial charges in e from the natural (NBO) method, atoms 1 to 2: atom 1 (C): -0.40, atom 2 (N): -0.59